[1]
Density functional theory data (ωB97M-V/def2-TZVPD) for 2 unconnected molecules or ions with the total composition C7H12O.

Geometry as ORCA input:
```
! wB97M-V def2-TZVPD RIJCOSX def2/J DEFGRID3
* xyz -1 2
H -2.05 0.80 1.58
C 0.45 -0.20 -1.35
H -1.57 -1.07 -1.55
C 1.79 -0.02 -1.97
C 0.52 -0.64 1.11
C 0.08 1.65 0.22
H 1.90 -0.61 -2.90
C -0.55 -1.30 1.67
H 0.18 2.34 -0.61
C -0.56 -0.86 -1.89
H 0.04 2.02 1.27
O -2.33 1.15 2.40
H -0.36 -1.90 2.50
H -1.48 -1.07 1.25
C 0.29 0.36 0.01
H 1.97 1.04 -2.17
H 1.56 -0.74 1.50
H 2.67 -0.31 -1.33
H -2.07 0.59 3.21
H -0.45 -1.23 -2.96
*
```

Values from the calculation:
- HOMO (spin up / spin down): 0.887 / -4.320 eV
- Orbital gap (spin up / spin down): 3.12 / 8.14 eV

---

[2]
Density functional theory data (ωB97M-V/def2-TZVPD) for a single C7H12O molecule.

Geometry as ORCA input:
```
! wB97M-V def2-TZVPD RIJCOSX def2/J DEFGRID3
* xyz 0 1
C 2.93 0.61 -1.34
C 0.13 -0.29 -0.49
C -1.31 -0.34 -0.78
C -1.99 -0.66 1.71
H -2.34 -1.43 2.40
H -2.55 0.26 1.87
C 2.19 1.00 -0.31
H -1.45 -1.00 -1.62
H -3.21 -1.02 -0.04
H 0.76 -1.16 -0.65
O 2.74 1.84 0.64
H 2.51 0.07 -2.18
H 3.68 1.95 0.45
C -2.19 -1.12 0.25
C 0.78 0.80 -0.07
H -0.96 -0.45 1.94
H 0.18 1.62 0.31
H -1.84 0.60 -0.95
H 3.96 0.93 -1.41
H -2.01 -2.19 0.27
*
```

Values from the calculation:
- SMILES: C=C(O)/C=C/CCC
- HOMO: -8.504 eV
- Orbital gap: 9.49 eV

---

Strongest force on any atom values (in eV/A) by entry order: 3.5, 2.7.
Energy above the lowest of the compared OMol25 structures with the same formula, charge and spin values (in kcal per mole) by entry order: 51.0, 29.5.